# C18H23BN3O6

A 3-piece molecular cluster, C18H23BN3O6 overall in a non-equilibrium geometry (wB97M-V/def2-TZVPD, OMol25).

The geometry in XYZ format:
```
51
Properties=species:S:1:pos:R:3
C 2.43 0.37 3.81
C 1.75 1.08 2.59
C 2.07 2.59 2.45
N 1.03 0.38 1.79
B -0.46 0.88 1.77
C -1.51 -0.31 2.26
C -2.56 0.35 3.24
O -3.34 1.34 2.53
C -3.34 2.55 3.12
O -3.37 2.77 4.30
H 2.12 -0.69 3.86
H 2.12 0.93 4.73
H 3.54 0.46 3.69
H 2.04 3.08 3.44
H 1.37 3.08 1.74
H 3.11 2.70 2.07
H -0.62 1.91 2.40
H -0.73 1.12 0.59
H -0.92 -1.05 2.84
H -2.08 -0.75 1.42
H -1.98 0.74 4.09
H -3.27 -0.46 3.54
H -3.36 3.43 2.43
C 4.57 0.99 -3.94
C 5.42 1.16 -2.85
C 4.92 1.00 -1.56
C 3.59 0.67 -1.38
C 2.74 0.51 -2.46
C 3.24 0.67 -3.75
N 3.08 0.48 -0.03
O 3.86 0.65 0.92
O 1.90 0.15 0.09
H 4.96 1.11 -4.95
H 6.46 1.41 -3.00
H 5.59 1.13 -0.72
H 1.70 0.26 -2.32
H 2.58 0.54 -4.60
C -4.74 -1.63 -1.47
C -5.09 -2.89 -1.95
C -4.16 -3.64 -2.66
C -2.90 -3.12 -2.88
C -2.54 -1.87 -2.41
C -3.47 -1.12 -1.71
N -1.91 -3.92 -3.62
O -2.26 -5.02 -4.03
O -0.80 -3.46 -3.77
H -5.46 -1.05 -0.91
H -6.08 -3.29 -1.77
H -4.44 -4.62 -3.04
H -1.55 -1.46 -2.59
H -3.21 -0.14 -1.33
```

* orbital gap: 4.550 eV
* net charge: -1
* relative energy (zero: lowest compared OMol25 entry of this formula, charge and spin): 1.549 eV
* max |F|: 5.4 eV/A
* HOMO energy: -3.07 eV

Atom charges from the natural (NBO) analysis, given in e for atoms 1 to 2: -0.678, 0.339

# C6H11N

C6H11N in the gas phase in a non-equilibrium geometry (wB97M-V/def2-TZVPD, OMol25).

The geometry in XYZ format:
```
18
Properties=species:S:1:pos:R:3
C 1.99 0.04 0.15
C 0.91 -0.76 -0.54
C -0.46 -0.07 -0.57
C -0.51 1.24 -1.31
C -1.01 0.06 0.79
N -1.40 0.79 1.71
C -1.70 -0.90 1.68
H 2.17 0.99 -0.36
H 2.93 -0.52 0.16
H 1.70 0.27 1.18
H 0.81 -1.73 -0.06
H 1.21 -0.96 -1.58
H -1.16 -0.77 -1.04
H -1.54 1.63 -1.36
H 0.09 1.99 -0.80
H -0.13 1.10 -2.31
H -1.13 -1.26 2.51
H -2.77 -1.16 1.75
```

* SMILES: CC[C@H](C)C1=NC1
* orbital gap: 10.446 eV
* net charge: 0
* relative energy (zero: lowest compared OMol25 entry of this formula, charge and spin): 2.212 eV
* max |F|: 2.4 eV/A
* HOMO energy: -9.43 eV

Atom charges from the natural (NBO) analysis, given in e for atoms 1 to 2: -0.616, -0.379

# C3H9N3O

C3H9N3O in the gas phase in a non-equilibrium geometry (wB97M-V/def2-TZVPD, OMol25).

The geometry in XYZ format:
```
16
Properties=species:S:1:pos:R:3
N -1.64 1.87 -1.25
C -1.71 0.45 -0.78
N -0.46 -0.31 -0.68
C 0.66 0.15 -0.08
O 0.84 1.31 0.21
C 1.57 -1.02 0.29
N 1.29 -1.05 1.77
H -1.89 2.40 -0.42
H -0.65 2.02 -1.39
H -2.48 -0.08 -1.35
H -2.25 0.31 0.18
H -0.59 -1.25 -1.01
H 2.66 -1.02 0.19
H 1.26 -2.00 -0.12
H 1.43 -0.14 2.17
H 1.95 -1.65 2.25
```

* SMILES: NCNC(=O)CN
* orbital gap: 10.040 eV
* net charge: 0
* relative energy (zero: lowest compared OMol25 entry of this formula, charge and spin): 1.348 eV
* max |F|: 2.2 eV/A
* HOMO energy: -9.21 eV

Atom charges from the natural (NBO) analysis, given in e for atoms 1 to 2: -0.821, -0.066